25
Properties=species:S:1:pos:R:3 method="wB97M-V/def2-TZVPD" molar_mass_g_mol=167.21 e_homo_ev="0.973 / -3.624" spin_multiplicity=2 homo_lumo_gap_ha="0.08588 / 0.25118" e_above_lowest_kj_mol=276.19 lumo_ha="0.122 / 0.118" energy_ha=-555.86700 charge=-1
C 2.10816 -1.59273 1.70099
C 2.54976 -0.31792 -0.23727
C 1.73539 -1.28970 0.33605
C 2.11126 0.33871 -1.31171
C 0.52334 -1.63987 -0.25559
C 0.88475 0.07492 -1.89987
C 0.13437 -0.97335 -1.52388
O 0.34170 1.11610 -2.64360
H 3.51118 -0.06450 0.17425
H 2.72044 1.14670 -1.88067
H 1.67566 -2.46598 2.19470
H 1.95007 -0.74211 2.44188
H -0.24295 -2.32209 0.19412
H -0.70925 -1.37880 -1.96974
H -0.41601 1.53545 -2.02905
H 3.06399 -1.93777 1.73256
C -3.01235 0.28536 0.25076
C -2.52377 1.68092 0.28985
O -2.79650 2.38057 -0.70957
N -1.58596 2.08006 1.21263
H -2.83580 -0.01251 -0.76699
H -4.11116 0.01188 0.23918
H -1.20444 2.97345 1.28907
H -1.47906 1.49618 2.09469
H -2.39280 -0.38296 1.07722